{
  "formula": "C22H34N2O5",
  "method": "ωB97M-V/def2-TZVPD",
  "relative_energy_kj_mol": 23.1,
  "homo_lumo_gap_ev": 9.08,
  "lumo_ev": 0.58,
  "total_charge": 0,
  "elements": ["C", "C", "C", "C", "C", "C", "C", "C", "O", "C", "C", "C", "O", "N", "C", "C", "C", "C", "N", "C", "O", "C", "O", "C", "C", "C", "C", "O", "C", "H", "H", "H", "H", "H", "H", "H", "H", "H", "H", "H", "H", "H", "H", "H", "H", "H", "H", "H", "H", "H", "H", "H", "H", "H", "H", "H", "H", "H", "H", "H", "H", "H", "H"],
  "positions_angstrom": [[-0.061, -0.360, -7.841], [-0.131, 1.160, -7.684], [-1.386, 1.607, -6.984], [-2.464, 2.123, -7.684], [-3.638, 2.510, -7.046], [-3.733, 2.380, -5.673], [-2.668, 1.867, -4.939], [-1.506, 1.482, -5.593], [-0.410, 0.972, -4.955], [-0.483, 0.797, -3.552], [0.840, 0.192, -3.101], [1.174, 0.623, -1.683], [1.865, 1.611, -1.492], [0.629, -0.081, -0.650], [-0.161, -1.292, -0.787], [0.989, 0.280, 0.711], [-0.081, 1.140, 1.392], [-0.148, 2.547, 0.828], [0.179, 1.194, 2.824], [-0.143, 0.164, 3.646], [-0.641, -0.869, 3.241], [0.134, 0.432, 5.128], [0.020, -0.703, 5.927], [1.081, -1.627, 5.739], [0.842, -2.826, 6.637], [0.872, -2.457, 8.123], [2.366, -2.503, 8.462], [3.004, -3.265, 7.432], [2.012, -3.797, 6.563], [0.856, -0.659, -8.351], [-0.082, -0.849, -6.867], [-0.908, -0.728, -8.422], [0.741, 1.507, -7.128], [-0.094, 1.634, -8.667], [-2.379, 2.227, -8.760], [-4.464, 2.911, -7.618], [-4.637, 2.679, -5.158], [-2.759, 1.780, -3.866], [-0.627, 1.770, -3.069], [-1.336, 0.160, -3.294], [0.851, -0.889, -3.239], [1.626, 0.622, -3.718], [-0.596, -1.369, -1.779], [0.443, -2.183, -0.597], [-0.977, -1.279, -0.064], [1.114, -0.640, 1.285], [1.934, 0.821, 0.691], [-1.048, 0.645, 1.269], [-0.330, 2.518, -0.245], [-0.952, 3.114, 1.299], [0.798, 3.073, 0.976], [0.619, 2.015, 3.205], [1.126, 0.897, 5.231], [-0.608, 1.151, 5.481], [1.119, -1.948, 4.694], [2.037, -1.145, 5.990], [-0.099, -3.297, 6.350], [0.427, -1.483, 8.317], [0.323, -3.201, 8.701], [2.818, -1.508, 8.471], [2.555, -2.970, 9.431], [1.706, -4.796, 6.893], [2.451, -3.881, 5.567]],
  "forces_ev_per_angstrom": [[-0.004, -0.010, -0.001], [-0.002, 0.005, -0.005], [-0.017, 0.005, 0.021], [0.008, 0.002, -0.014], [0.004, -0.006, 0.024], [-0.003, 0.004, -0.014], [-0.005, 0.004, -0.015], [0.010, -0.009, 0.001], [-0.057, -0.131, -0.021], [0.052, 0.159, 0.050], [0.093, 0.080, -0.070], [-0.147, -0.118, 0.073], [0.024, -0.006, -0.005], [0.054, 0.045, -0.016], [-0.009, -0.017, -0.034], [-0.008, -0.002, 0.031], [0.006, 0.009, 0.028], [-0.041, 0.003, -0.033], [-0.010, -0.010, -0.025], [-0.018, 0.026, 0.017], [0.013, -0.014, -0.007], [0.009, -0.021, 0.010], [-0.002, 0.004, -0.015], [0.010, 0.001, 0.001], [-0.015, 0.015, 0.004], [0.003, 0.004, 0.019], [-0.002, -0.011, -0.010], [0.002, -0.006, 0.007], [0.007, 0.008, -0.011], [0.002, 0.004, -0.001], [0.000, 0.004, 0.001], [0.000, 0.002, -0.001], [0.000, 0.001, 0.003], [0.000, -0.005, -0.002], [0.002, -0.001, 0.001], [0.001, 0.000, -0.005], [0.002, -0.001, 0.005], [0.003, -0.001, 0.002], [0.001, 0.001, -0.007], [0.007, -0.013, 0.005], [-0.003, 0.004, 0.002], [-0.005, 0.003, -0.011], [-0.012, 0.001, 0.013], [-0.001, -0.002, -0.003], [0.012, 0.002, 0.021], [-0.004, 0.004, -0.004], [0.008, 0.000, -0.010], [0.007, -0.010, -0.007], [0.016, 0.004, 0.011], [0.007, 0.000, 0.015], [0.007, -0.007, 0.001], [0.003, 0.000, 0.000], [0.003, 0.001, -0.003], [-0.006, -0.001, -0.005], [-0.011, 0.002, -0.007], [0.004, -0.005, 0.002], [-0.003, 0.005, 0.001], [-0.011, -0.003, -0.012], [0.004, -0.004, -0.004], [0.001, 0.002, 0.002], [0.003, 0.004, 0.002], [0.003, -0.002, 0.005], [0.000, -0.001, -0.001]]
}

{
  "formula": "C22H34N2O6P2Pb",
  "method": "ωB97M-V/def2-TZVPD",
  "homo_lumo_gap_ev": [3.61, 3.58],
  "lumo_ev": [-1.35, -1.35],
  "total_charge": 0,
  "elements": ["P", "P", "C", "C", "H", "H", "H", "H", "C", "H", "H", "H", "C", "H", "H", "H", "C", "H", "H", "H", "C", "H", "H", "H", "Pb", "C", "C", "C", "C", "C", "C", "C", "C", "C", "H", "H", "H", "H", "H", "H", "H", "H", "H", "H", "H", "H", "H", "H", "H", "O", "C", "O", "C", "C", "C", "C", "C", "C", "N", "O", "O", "N", "O", "O", "H", "H", "H"],
  "positions_angstrom": [[-0.564, -2.098, -2.296], [-0.319, 1.551, -2.992], [-1.461, -0.982, -3.434], [-0.584, 0.100, -4.065], [-2.322, -0.543, -2.898], [-1.862, -1.619, -4.239], [0.408, -0.268, -4.365], [-1.071, 0.480, -4.978], [-1.868, 2.412, -2.756], [-1.844, 2.996, -1.827], [-2.706, 1.705, -2.742], [-1.991, 3.099, -3.606], [0.488, 2.591, -4.261], [-0.274, 2.843, -5.008], [1.307, 2.045, -4.742], [0.888, 3.510, -3.821], [-1.741, -3.095, -1.358], [-1.388, -3.119, -0.314], [-1.739, -4.134, -1.757], [-2.769, -2.678, -1.385], [-0.045, -3.392, -3.517], [0.702, -3.056, -4.242], [-0.931, -3.740, -4.062], [0.368, -4.244, -2.966], [-2.776, -0.775, 0.546], [2.354, 1.904, -2.063], [0.985, 1.698, -1.649], [0.665, 0.590, -0.574], [1.394, -0.757, -0.603], [1.489, -1.525, -1.973], [2.275, -0.916, -2.964], [3.547, -0.284, -2.570], [3.475, 1.043, -1.767], [-2.227, -2.594, 1.777], [2.562, 2.834, -2.572], [0.592, 2.663, -1.239], [-0.436, 0.417, -0.584], [0.834, 1.056, 0.423], [2.391, -0.614, -0.170], [0.852, -1.393, 0.126], [1.807, -2.568, -1.774], [2.155, -1.198, -4.006], [4.139, -0.108, -3.479], [4.119, -0.998, -1.950], [3.504, 0.820, -0.701], [4.397, 1.598, -1.978], [-1.158, -2.682, 2.037], [-2.585, -3.527, 1.308], [-2.831, -2.369, 2.678], [-2.892, 0.147, 2.799], [-1.619, 0.246, 2.979], [-0.770, 0.017, 2.046], [-1.130, 0.588, 4.380], [-1.959, 1.082, 5.410], [-1.392, 1.465, 6.652], [-0.025, 1.316, 6.908], [0.784, 0.785, 5.905], [0.233, 0.438, 4.650], [2.179, 0.590, 6.187], [2.572, 0.936, 7.326], [2.933, 0.092, 5.329], [-2.231, 2.076, 7.658], [-3.440, 2.220, 7.391], [-1.727, 2.437, 8.743], [-3.033, 1.212, 5.260], [0.419, 1.609, 7.865], [0.890, 0.064, 3.867]],
  "forces_ev_per_angstrom": [[0.749, 0.529, -1.375], [1.065, -0.298, -2.063], [-0.683, -0.488, -0.332], [-0.562, -0.006, -0.465], [0.271, -0.081, -0.187], [-0.143, 0.232, 0.165], [-0.387, 0.187, 0.244], [0.022, -0.149, 0.156], [-0.841, 0.373, -0.272], [-0.034, -0.178, -0.137], [0.125, 0.231, 0.133], [-0.264, -0.094, 0.377], [-0.400, 0.165, -0.160], [0.203, 0.025, -0.016], [-0.140, 0.092, 0.308], [-0.093, -0.166, -0.079], [-0.593, -0.951, 0.196], [-0.235, -0.206, -0.582], [-0.295, 0.587, 0.338], [0.448, -0.353, -0.114], [-0.216, -0.055, 0.152], [-0.081, 0.136, 0.239], [0.109, 0.004, 0.068], [0.052, 0.125, -0.062], [0.913, 0.482, 1.308], [-1.793, 1.162, -0.017], [1.765, -0.217, 2.362], [0.153, 1.270, 0.293], [0.201, -0.689, 0.081], [1.897, 0.612, 1.651], [-1.235, -0.699, -0.249], [0.576, 0.916, 0.125], [0.956, -0.523, -0.053], [-0.646, -0.294, 0.175], [-0.014, 0.157, 0.091], [-0.316, -0.386, -0.325], [0.339, -0.005, -0.191], [0.108, -0.407, -0.602], [-0.117, -0.190, -0.215], [0.267, 0.132, -0.304], [-1.226, -0.166, -0.190], [0.425, -0.694, 0.074], [-0.150, -0.028, 0.124], [0.079, 0.042, -0.186], [0.275, -0.203, 0.177], [-0.080, -0.067, 0.131], [-0.466, 0.182, -0.181], [0.125, 0.318, 0.377], [0.465, -0.404, -0.241], [1.429, 0.296, -0.074], [-0.374, -0.594, -1.051], [-1.764, 0.453, 1.406], [0.356, 0.324, 0.667], [0.208, 0.211, 0.214], [0.826, -0.676, -1.577], [-0.046, 0.072, 0.179], [-2.104, -0.045, -0.925], [0.726, 0.130, 0.417], [3.044, -0.275, 1.031], [-0.709, -0.652, -2.177], [-1.785, 0.925, 1.335], [-1.787, 1.136, 2.018], [2.090, -0.316, 0.323], [-0.643, -0.830, -2.238], [0.424, -0.062, -0.019], [-0.346, -0.120, -0.448], [-0.127, 0.061, 0.171]]
}

{
  "formula": "C22H34N4O10",
  "method": "ωB97M-V/def2-TZVPD",
  "relative_energy_kj_mol": 32.9,
  "homo_lumo_gap_ev": 9.40,
  "lumo_ev": 0.63,
  "total_charge": 0,
  "elements": ["C", "C", "C", "C", "O", "C", "O", "O", "C", "N", "C", "O", "C", "N", "C", "C", "N", "C", "C", "O", "N", "C", "O", "C", "O", "O", "C", "C", "C", "C", "C", "O", "C", "C", "C", "O", "H", "H", "H", "H", "H", "H", "H", "H", "H", "H", "H", "H", "H", "H", "H", "H", "H", "H", "H", "H", "H", "H", "H", "H", "H", "H", "H", "H", "H", "H", "H", "H", "H", "H"],
  "positions_angstrom": [[-1.516, -3.830, 0.275], [-0.193, -4.090, 0.990], [-0.427, -4.824, 2.308], [0.539, -2.777, 1.281], [1.007, -2.155, 0.078], [0.306, -1.158, -0.415], [-0.668, -0.649, 0.075], [0.857, -0.807, -1.584], [0.383, 0.311, -2.283], [-1.071, 0.424, -2.381], [-1.572, 1.696, -2.597], [-0.850, 2.660, -2.664], [-3.079, 1.733, -2.769], [-3.767, 0.902, -1.809], [-3.887, 1.469, -0.481], [-2.568, 1.862, 0.207], [-2.808, 2.178, 1.615], [-1.911, 3.191, 2.127], [-0.465, 2.734, 2.159], [0.478, 3.445, 1.932], [-0.291, 1.393, 2.497], [1.072, 0.901, 2.514], [1.529, 0.792, 1.181], [2.679, 1.424, 0.870], [3.450, 1.872, 1.664], [2.785, 1.426, -0.447], [4.006, 1.918, -1.006], [4.886, 0.770, -1.517], [5.249, -0.182, -0.380], [4.187, 0.017, -2.646], [-1.323, 0.491, 2.721], [-1.107, -0.618, 3.142], [-2.727, 1.013, 2.465], [-3.321, -0.468, -1.907], [-1.873, -0.709, -2.293], [-1.444, -1.811, -2.521], [-1.353, -3.346, -0.685], [-2.037, -4.768, 0.096], [-2.149, -3.191, 0.887], [0.448, -4.699, 0.343], [-0.960, -5.754, 2.131], [0.517, -5.056, 2.796], [-1.019, -4.206, 2.979], [-0.119, -2.092, 1.821], [1.440, -2.968, 1.871], [0.736, 1.236, -1.808], [0.820, 0.218, -3.285], [-3.320, 1.371, -3.776], [-3.419, 2.766, -2.685], [-4.523, 2.355, -0.562], [-4.420, 0.742, 0.135], [-1.843, 1.049, 0.104], [-2.162, 2.750, -0.280], [-2.215, 3.444, 3.150], [-1.976, 4.097, 1.522], [1.718, 1.598, 3.061], [1.065, -0.089, 2.979], [4.533, 2.499, -0.243], [3.712, 2.573, -1.831], [5.802, 1.232, -1.902], [5.963, -0.925, -0.725], [5.687, 0.362, 0.455], [4.360, -0.702, -0.028], [3.267, -0.431, -2.283], [4.832, -0.772, -3.025], [3.949, 0.691, -3.466], [-3.167, 1.255, 3.441], [-3.307, 0.192, 2.040], [-3.927, -0.983, -2.667], [-3.480, -0.993, -0.962]],
  "forces_ev_per_angstrom": [[0.298, -0.034, -0.062], [0.001, 0.278, 0.033], [0.179, 0.127, -0.250], [-0.280, -0.379, 0.389], [0.279, -0.107, -0.350], [0.236, 0.147, -0.264], [-0.245, -0.003, 0.267], [0.096, -0.442, 0.368], [0.234, 0.636, -0.162], [0.283, -0.172, -0.004], [-0.312, -0.028, -0.033], [0.112, 0.204, -0.105], [-0.205, 0.090, 0.003], [0.125, -0.055, -0.096], [0.182, 0.169, 0.163], [-0.274, -0.141, -0.116], [-0.021, 0.125, 0.070], [-0.108, 0.242, -0.051], [-0.383, 0.153, 0.017], [0.162, 0.099, -0.031], [0.589, -0.196, -0.145], [0.261, 0.128, 0.679], [0.095, -0.019, -0.535], [-0.279, -0.130, 0.353], [0.335, 0.169, 0.207], [-0.290, -0.222, -0.232], [0.722, 0.198, -0.142], [-0.425, 0.021, 0.157], [0.079, 0.240, -0.131], [0.195, 0.173, 0.124], [-0.285, -0.003, 0.090], [-0.166, -0.117, 0.103], [-0.253, -0.056, 0.052], [-0.339, -0.236, -0.167], [-0.312, 0.075, -0.239], [-0.085, -0.081, -0.080], [-0.094, 0.027, -0.074], [-0.086, -0.091, -0.033], [-0.121, 0.091, 0.077], [0.015, 0.011, 0.032], [-0.063, -0.092, 0.030], [0.089, -0.061, 0.129], [-0.109, 0.050, 0.138], [0.159, -0.087, -0.059], [-0.061, 0.055, -0.059], [-0.091, -0.325, -0.159], [-0.068, 0.030, 0.249], [0.062, 0.109, -0.004], [0.117, -0.034, -0.055], [-0.006, -0.032, 0.134], [-0.043, 0.034, 0.042], [0.037, 0.139, -0.080], [0.049, 0.002, 0.017], [0.069, 0.039, -0.041], [0.111, -0.077, 0.096], [-0.218, -0.223, -0.153], [0.002, 0.276, -0.151], [-0.115, -0.042, -0.150], [-0.004, -0.040, 0.097], [-0.062, 0.053, 0.027], [0.043, -0.117, -0.002], [0.050, -0.012, 0.123], [-0.087, -0.103, 0.069], [-0.093, -0.105, 0.014], [0.011, -0.115, -0.085], [-0.053, 0.044, -0.163], [0.047, -0.121, -0.045], [0.085, -0.033, 0.097], [0.170, -0.083, 0.105], [0.052, -0.022, -0.046]]
}